# 1
11 unconnected molecules or ions with the total composition C46H138N18O16P6 in a non-equilibrium geometry. Source: the Open Molecules 2025 dataset; level of theory: ωB97M-V/def2-TZVPD.

Structure (XYZ):
```
224
C46H138N18O16P6 (ωB97M-V/def2-TZVPD)
P -15.871 -26.868 -8.053
P -7.469 -19.745 -11.846
P -6.426 -29.387 -14.840
P -10.883 -23.893 -5.340
P -14.792 -20.792 -14.401
P -13.917 -29.111 -12.579
O -7.074 -25.097 -9.962
O -13.713 -21.553 -13.790
O -10.589 -26.529 -8.165
O -13.583 -29.653 -11.231
O -5.693 -30.650 -14.719
O -16.316 -22.022 -8.043
O -12.299 -24.279 -9.723
O -9.618 -24.597 -10.007
O -10.282 -21.560 -17.467
O -11.336 -25.201 -5.956
O -5.653 -25.484 -7.308
O -15.626 -24.386 -10.772
O -9.366 -21.667 -14.535
O -15.206 -26.666 -9.370
O -11.173 -29.734 -9.673
O -7.796 -19.856 -13.255
N -6.353 -20.893 -11.413
N -5.480 -28.157 -14.189
N -9.413 -23.284 -5.882
N -15.816 -28.472 -7.710
N -10.778 -24.088 -3.680
N -17.413 -26.251 -7.928
N -13.369 -27.689 -13.164
N -6.929 -29.055 -16.428
N -14.639 -20.013 -15.828
N -14.972 -26.260 -6.780
N -15.569 -28.906 -12.650
N -11.963 -22.626 -5.669
N -8.808 -20.024 -10.941
N -13.340 -30.248 -13.674
N -16.055 -21.772 -14.811
N -6.838 -18.271 -11.445
N -15.272 -19.583 -13.339
N -7.866 -29.192 -13.943
C -17.994 -25.933 -6.670
C -16.151 -28.280 -13.817
C -17.044 -29.226 -7.640
C -5.678 -17.893 -12.339
C -16.327 -18.675 -13.639
C -9.087 -21.894 -5.974
C -15.434 -23.240 -9.951
C -6.031 -26.991 -13.505
C -5.358 -20.820 -10.421
C -9.068 -29.859 -14.473
C -14.915 -20.500 -17.169
C -4.064 -28.167 -14.313
C -11.123 -28.381 -9.554
C -7.066 -26.330 -9.178
C -16.632 -22.953 -9.117
C -13.402 -29.987 -15.090
C -5.844 -26.397 -8.315
C -10.728 -21.418 -14.959
C -13.150 -31.672 -13.302
C -8.464 -24.244 -6.514
C -16.163 -23.054 -14.051
C -7.424 -27.624 -16.678
C -7.299 -17.369 -10.391
C -14.406 -27.075 -5.803
C -8.739 -20.697 -9.657
C -6.257 -29.710 -17.576
C -14.931 -19.669 -11.930
C -14.583 -29.067 -8.258
C -7.762 -29.480 -12.485
C -10.988 -20.945 -16.406
C -12.191 -22.385 -7.106
C -9.729 -23.427 -2.907
C -13.859 -26.447 -12.614
C -16.447 -29.469 -11.741
C -10.497 -27.986 -8.211
C -11.713 -25.007 -3.067
C -12.014 -27.582 -13.662
C -13.918 -18.797 -15.917
C -12.778 -21.908 -4.662
C -6.411 -22.282 -11.915
C -14.408 -24.914 -6.956
C -11.612 -23.771 -10.852
C -18.225 -26.330 -9.097
C -17.386 -21.285 -15.391
C -10.443 -24.610 -11.148
C -10.076 -20.107 -11.608
H -15.910 -29.845 -10.856
H -10.173 -22.549 -2.439
H -8.279 -21.619 -5.309
H -7.810 -16.481 -10.841
H -7.725 -27.174 -15.744
H -13.960 -20.556 -17.646
H -13.268 -25.934 -11.824
H -12.374 -32.185 -13.925
H -5.946 -27.342 -7.788
H -4.933 -26.414 -8.909
H -14.541 -23.342 -9.365
H -4.875 -17.714 -11.719
H -3.704 -28.007 -13.294
H -14.136 -30.592 -15.567
H -8.232 -23.952 -7.560
H -10.836 -19.607 -10.899
H -15.767 -20.145 -11.373
H -11.120 -28.447 -7.492
H -14.267 -29.874 -7.533
H -17.075 -30.343 -12.081
H -9.166 -29.505 -15.518
H -5.246 -29.371 -17.731
H -12.077 -27.836 -9.510
H -10.591 -27.886 -10.370
H -12.789 -31.702 -12.256
H -12.061 -27.317 -14.732
H -9.385 -21.648 -17.065
H -6.669 -22.948 -11.150
H -16.472 -22.907 -13.032
H -18.241 -21.877 -14.943
H -11.474 -22.885 -7.763
H -10.433 -21.116 -11.965
H -12.918 -18.817 -16.381
H -5.771 -26.037 -13.910
H -14.059 -26.486 -4.958
H -16.883 -30.161 -7.165
H -11.284 -22.775 -10.528
H -5.438 -22.594 -12.323
H -12.260 -21.367 -7.311
H -9.048 -30.996 -14.389
H -10.979 -19.857 -16.542
H -13.926 -25.605 -13.263
H -12.019 -21.118 -16.615
H -16.763 -23.757 -14.566
H -17.112 -28.700 -11.299
H -10.142 -19.444 -12.525
H -12.538 -25.202 -3.756
H -9.339 -20.142 -8.913
H -8.863 -23.196 -3.499
H -5.421 -19.851 -9.864
H -16.879 -23.935 -8.719
H -8.196 -27.635 -17.450
H -16.771 -27.395 -13.543
H -15.047 -27.806 -5.366
H -12.078 -24.524 -2.180
H -14.053 -32.277 -13.324
H -17.733 -20.288 -15.107
H -7.733 -20.595 -9.248
H -6.486 -17.015 -9.785
H -7.999 -24.811 -10.084
H -5.846 -16.958 -12.897
H -11.250 -20.724 -14.322
H -3.748 -29.050 -14.742
H -5.752 -26.936 -12.439
H -14.644 -29.409 -9.272
H -17.830 -28.618 -7.099
H -15.622 -21.474 -8.347
H -18.614 -25.047 -6.802
H -15.531 -21.377 -17.199
H -13.805 -22.085 -4.863
H -16.506 -18.664 -14.698
H -11.413 -26.933 -13.058
H -12.538 -20.846 -4.744
H -10.773 -26.216 -7.266
H -11.860 -29.959 -10.308
H -12.415 -30.150 -15.486
H -10.646 -25.687 -11.413
H -8.748 -21.699 -7.051
H -12.684 -25.179 -9.816
H -8.800 -20.906 -14.273
H -6.587 -27.013 -17.017
H -11.578 -28.538 -13.641
H -13.697 -18.392 -14.888
H -9.427 -24.040 -2.012
H -15.253 -22.467 -10.757
H -7.378 -30.492 -12.308
H -11.318 -22.350 -14.821
H -6.820 -29.495 -18.529
H -13.740 -28.358 -8.320
H -7.959 -26.473 -8.515
H -12.515 -22.231 -3.668
H -5.561 -18.713 -13.033
H -10.000 -21.311 -5.761
H -15.203 -23.583 -14.051
H -6.964 -27.229 -9.792
H -14.849 -24.171 -6.258
H -11.197 -25.880 -2.714
H -4.297 -20.860 -10.752
H -13.736 -28.961 -15.191
H -7.124 -27.026 -13.483
H -15.446 -25.249 -10.341
H -9.016 -21.766 -9.661
H -10.011 -25.128 -9.294
H -16.100 -17.660 -13.373
H -17.208 -25.578 -5.967
H -5.891 -24.523 -7.591
H -6.141 -30.754 -17.395
H -14.854 -18.661 -11.524
H -7.188 -28.801 -11.862
H -16.789 -28.997 -14.323
H -14.093 -20.245 -11.688
H -13.460 -27.565 -6.211
H -15.323 -27.881 -14.455
H -3.661 -27.303 -14.993
H -19.058 -27.024 -9.048
H -18.487 -26.767 -6.270
H -17.454 -21.290 -16.472
H -14.718 -24.561 -7.948
H -8.777 -29.370 -12.126
H -17.506 -22.682 -9.732
H -9.855 -24.144 -11.950
H -9.932 -29.556 -13.837
H -12.317 -23.697 -11.731
H -14.618 -18.048 -16.345
H -13.299 -24.986 -6.918
H -17.540 -29.469 -8.607
H -9.484 -28.340 -8.073
H -14.873 -26.527 -12.222
H -13.141 -22.774 -7.419
H -7.492 -24.232 -5.969
H -7.096 -22.354 -12.765
H -18.712 -25.351 -9.320
H -5.423 -21.630 -9.681
H -8.965 -25.254 -6.443
H -17.663 -26.624 -10.009
H -17.241 -18.878 -13.018
H -15.539 -19.703 -17.673
H -8.051 -17.936 -9.812
```

Calculated values
E_LUMO ... 0.01543 Eh
Highest occupied orbital energy ... -8.219 eV
Kohn-Sham gap ... 8.64 eV
DFT total energy ... -6073.1887 hartree
Strongest force on any atom ... 4.2 eV/Å
SMILES ... CN(C)P(=O)(N(C)C)N(C)C.CN(C)P(=O)(N(C)C)N(C)C.CN(C)P(=O)(N(C)C)N(C)C.CN(C)P(=O)(N(C)C)N(C)C.CN(C)P(=O)(N(C)C)N(C)C.CN(C)P(=O)(N(C)C)N(C)C.OCCO.OCCO.OCCO.OCCO.OCCO
Molar mass ... 1385.56 g mol⁻¹

# 2
23 unconnected molecules or ions with the total composition C46H138O23 in a non-equilibrium geometry. Source: the Open Molecules 2025 dataset; level of theory: ωB97M-V/def2-TZVPD.

Structure (XYZ):
```
207
C46H138O23 (ωB97M-V/def2-TZVPD)
O 5.743 0.596 2.274
O -3.075 -0.357 -2.238
O -0.066 -1.086 6.261
O -4.569 -0.075 0.189
O 0.964 -4.052 0.197
O -4.478 -1.408 -4.380
O 4.348 -2.063 3.376
O -0.148 -4.420 -2.236
O 5.346 4.482 -0.100
O -2.463 -4.744 -3.595
O 4.843 -0.594 0.111
O 1.607 3.359 -4.353
O -0.700 5.230 -0.290
O -0.798 4.989 -3.377
O -1.313 0.444 4.481
O 1.328 8.231 4.406
O -4.849 -3.786 -3.380
O -2.480 -7.673 3.010
O 2.633 2.112 -6.791
O -3.103 2.027 1.385
O -2.324 -2.267 4.994
O 2.165 -1.312 0.562
O 3.453 1.248 4.162
C -1.110 6.137 -4.210
C 0.994 7.187 2.166
C 3.724 -3.208 2.836
C -3.865 -7.642 2.664
C 1.093 8.526 2.997
C 0.823 0.709 -7.202
C -6.641 -3.071 -1.962
C -5.279 -3.774 -2.028
C -2.031 -3.192 3.910
C -1.565 7.251 -3.333
C -4.614 3.548 0.072
C -4.481 -0.991 1.303
C 2.283 -1.138 5.963
C -3.889 -7.263 1.203
C -0.181 3.475 1.339
C -3.237 -6.278 -5.162
C 7.148 0.832 2.490
C 5.600 1.105 -1.546
C 3.864 5.501 -1.692
C -2.393 -1.682 -5.575
C 5.106 -0.286 -1.297
C 2.769 2.382 3.664
C 0.460 -1.092 2.221
C -5.404 -0.419 2.380
C -1.556 1.881 4.460
C -3.818 3.258 1.321
C -2.593 1.605 -3.632
C 1.131 -4.670 -2.714
C 0.386 -4.726 1.322
C 1.578 2.068 -3.814
C -2.811 -6.153 -3.759
C -0.048 -6.113 0.857
C 7.610 2.206 1.865
C 1.816 -0.553 1.797
C 2.155 2.288 -2.428
C 2.032 1.412 -7.840
C 4.567 -4.449 2.945
C 5.239 5.066 -1.385
C -3.392 0.996 -2.537
C 3.582 3.361 2.909
C -2.083 2.523 5.731
C -0.744 3.816 -0.004
C 1.807 -3.337 -2.975
C 1.145 -0.704 6.883
C -3.074 -4.296 3.986
C -3.846 -1.301 -5.622
H -3.089 2.245 5.921
H -3.138 1.563 -1.658
H 1.669 -5.358 -2.017
H -0.120 4.493 -3.819
H 1.588 3.101 -2.007
H -1.769 3.504 -0.095
H -3.866 -3.998 -3.454
H -0.308 6.567 -4.704
H -4.006 -5.437 -5.286
H -2.959 2.543 -3.886
H -3.685 -7.236 -5.459
H -2.045 -2.748 2.884
H -0.879 -6.175 0.129
H 0.057 1.440 -6.973
H 4.090 -5.403 2.619
H -1.776 -1.298 -4.788
H 0.362 0.012 -7.883
H 6.006 5.826 -1.478
H 5.549 -4.282 2.556
H -2.889 -5.071 3.229
H 3.396 -3.067 1.833
H 3.108 -1.141 0.414
H 4.296 3.922 3.473
H 0.089 6.604 2.347
H -1.628 -4.649 -3.127
H -6.441 -0.726 2.239
H 0.979 0.057 -6.324
H -4.028 -0.512 -0.590
H 5.221 3.566 -0.291
H -1.596 1.673 -3.283
H -3.600 -6.208 1.052
H 5.618 4.273 -2.012
H -5.386 2.797 -0.065
H -3.065 -4.611 5.024
H -0.877 3.697 2.124
H -1.441 2.181 6.549
H -0.349 -6.708 1.719
H 1.199 -4.790 2.090
H 8.601 2.404 2.244
H -0.579 5.302 -1.242
H -4.466 1.023 -2.735
H -5.104 -0.655 3.346
H -3.479 -0.923 -2.899
H -2.713 0.948 -4.501
H -1.906 -1.427 -6.502
H 1.703 -2.659 -2.146
H -4.475 -8.567 2.793
H -6.675 -2.232 -2.705
H -4.913 -7.406 0.823
H -0.804 7.590 -2.576
H 2.259 -0.544 5.012
H 1.832 6.569 2.424
H 5.674 -0.296 2.614
H 1.423 3.205 -5.298
H -2.297 6.777 -2.703
H 3.260 -0.945 6.425
H 1.917 2.066 3.057
H 7.330 1.021 3.519
H 4.129 1.105 3.493
H 1.107 7.457 1.086
H -2.234 2.133 3.646
H 3.162 4.700 -1.731
H 0.507 -2.150 2.600
H 0.022 -4.296 -1.290
H 6.544 1.349 -1.010
H -4.380 -1.775 -6.422
H -1.606 -2.084 5.558
H 3.184 2.606 -2.590
H 5.839 -0.994 -1.742
H -3.675 1.307 0.959
H 4.120 -0.548 -1.755
H -1.961 -6.750 -3.504
H -2.363 -7.663 3.991
H -0.621 2.332 4.141
H -3.080 -7.758 0.720
H -4.512 -3.210 -1.423
H -5.441 0.691 2.296
H 2.539 -0.714 2.595
H 1.673 2.091 -8.633
H 0.136 -0.400 3.035
H 2.208 -2.166 5.623
H 0.933 7.435 4.708
H 3.540 6.190 -0.997
H 6.879 2.962 2.150
H -4.622 -2.304 -4.088
H 7.635 2.260 0.737
H 2.869 -3.406 3.464
H -1.814 5.891 -5.020
H 5.788 1.193 -2.590
H -0.174 3.283 -0.755
H -2.333 -2.766 -5.365
H 0.615 1.644 -3.750
H 0.175 9.073 2.952
H -6.801 -2.623 -0.971
H -4.294 -6.820 3.231
H -7.453 -3.764 -2.094
H 3.539 2.439 -6.943
H 1.074 -5.232 -3.649
H 4.752 1.765 -1.299
H 4.147 -2.014 4.287
H -0.230 -1.096 1.369
H -4.879 -2.000 1.070
H -4.023 -0.223 -5.857
H 2.106 1.378 -1.831
H -2.438 -5.904 -5.752
H 1.827 0.543 1.654
H 2.257 1.405 -4.304
H 1.440 -2.836 -3.849
H -1.025 -3.564 4.083
H -5.033 4.571 0.060
H 1.158 -1.111 7.860
H 1.966 9.163 2.724
H 4.687 -4.596 4.020
H 0.819 -6.578 0.433
H -0.025 2.364 1.261
H -4.003 3.654 -0.797
H -3.507 -6.397 -2.948
H 7.748 -0.023 2.110
H 2.886 -3.511 -3.116
H -3.419 -1.126 1.631
H -0.445 -4.112 1.753
H -0.284 -0.388 5.650
H -2.129 -0.019 4.546
H 1.335 0.428 6.998
H 5.256 0.071 0.739
H 2.760 0.688 -8.278
H -2.053 3.640 5.617
H -3.135 4.107 1.511
H -4.083 -3.850 3.814
H 3.853 6.023 -2.711
H 0.799 3.967 1.506
H 2.831 4.096 2.481
H 1.369 -3.193 0.443
H -1.832 8.200 -3.817
H -5.369 -4.791 -1.701
H 4.021 2.876 2.099
H 2.343 2.845 4.565
H -4.499 3.260 2.130
```

Calculated values
E_LUMO ... 0.01073 Eh
Highest occupied orbital energy ... -9.305 eV
Kohn-Sham gap ... 9.60 eV
DFT total energy ... -3565.6304 hartree
Strongest force on any atom ... 3.2 eV/Å
Molar mass ... 1059.59 g mol⁻¹
Energy above the lowest of the compared OMol25 structures with the same formula, charge and spin ... 47.9 kcal per mole